No. 1
Molecular formula: C29H37FN5O4Pt
Method: DFT, wB97M-V/def2-TZVPD

```
77
Properties=species:S:1:pos:R:3:forces:R:3
C -5.496 0.763 0.205 -0.007 0.063 0.035
C -0.179 1.443 7.172 -0.019 -0.020 -0.008
H -2.985 -4.919 -2.172 0.016 -0.010 0.011
C 0.880 -4.137 1.140 0.080 0.040 0.033
N -0.992 0.694 6.126 -0.025 0.021 0.020
C -0.044 0.042 5.147 -0.032 0.010 -0.034
C -0.142 -5.016 0.663 -0.048 -0.049 -0.031
H 1.129 2.710 1.937 0.013 0.014 -0.014
H -3.658 -4.399 0.211 0.019 -0.013 -0.026
H -1.607 0.009 6.560 0.016 -0.011 0.014
O -2.170 -0.416 1.039 0.134 -0.063 -0.185
H 0.263 3.889 0.954 -0.009 0.000 -0.017
C -3.129 0.427 0.742 -0.128 0.058 0.081
C -2.751 -3.950 -1.724 -0.023 -0.015 -0.100
H 1.824 -5.913 1.890 0.000 -0.001 -0.004
H -0.988 -2.943 -0.903 -0.016 0.001 -0.018
H -7.514 2.521 0.366 0.001 -0.002 -0.011
C -4.131 2.635 0.624 -0.034 -0.009 -0.007
C 3.263 -2.911 1.840 0.029 -0.058 0.037
C 0.607 2.857 0.987 -0.006 0.019 0.017
H -4.773 -3.798 -1.010 -0.013 0.003 0.031
N -0.564 1.976 0.963 0.050 -0.058 -0.051
C -3.764 -3.692 -0.615 -0.030 0.049 0.027
C -4.565 -1.458 -0.014 0.044 0.075 -0.061
H -6.620 3.420 -0.857 0.002 0.002 0.001
N -3.623 -2.342 -0.071 0.047 -0.132 0.142
H -0.233 2.500 6.922 0.018 0.000 -0.009
C 3.145 -4.266 2.109 -0.047 0.058 -0.035
C -6.581 3.043 0.166 -0.024 0.016 0.019
C 1.327 0.624 5.507 0.002 -0.014 -0.019
H 3.058 1.148 -0.742 -0.032 -0.015 -0.017
C -3.003 1.826 0.802 0.095 0.000 -0.074
H 3.140 1.729 0.928 0.028 0.001 -0.032
H 2.125 -0.063 5.239 0.004 0.003 0.005
O 0.133 -0.219 2.820 0.129 -0.162 -0.087
H -2.881 -3.213 -2.519 -0.019 -0.012 -0.002
C 0.962 -2.714 1.029 0.029 0.012 -0.022
C 2.462 1.412 0.132 0.042 0.008 -0.008
H -6.527 3.900 0.835 0.002 0.004 -0.007
C -0.526 0.403 3.738 -0.005 0.118 0.148
O -0.079 -2.023 0.672 -0.056 0.114 0.027
H -1.548 -5.797 -0.432 -0.020 0.009 0.008
N 1.781 0.178 0.608 -0.272 0.178 0.184
H 0.885 2.263 -1.055 0.027 0.041 -0.022
C 1.224 0.878 7.010 -0.007 0.005 0.013
C 1.505 2.530 -0.197 -0.066 -0.031 -0.043
H 3.613 -0.555 0.984 0.004 -0.006 -0.008
N -1.029 -4.938 -0.283 0.003 0.016 0.032
H -4.001 3.710 0.693 -0.004 0.003 -0.002
Pt -0.224 -0.002 0.840 -0.086 0.144 0.094
H -5.548 -1.774 -0.354 0.001 0.018 -0.032
H 4.211 -2.420 2.036 0.006 -0.011 0.002
H -0.129 -5.995 1.133 -0.004 -0.002 0.004
H -0.072 -1.035 5.301 -0.002 -0.004 -0.017
F -0.536 0.128 -1.050 0.047 -0.116 0.041
H 3.932 -5.641 3.562 -0.002 -0.009 -0.009
H -2.713 -2.048 0.288 -0.008 0.062 -0.023
H 4.658 -5.785 1.964 -0.004 -0.007 0.001
H 1.330 -0.052 7.570 0.000 -0.004 -0.006
H -0.653 -4.124 -2.160 0.006 -0.008 0.004
C -5.400 2.135 0.354 0.012 -0.037 -0.002
H 5.091 -4.436 3.008 -0.002 -0.001 -0.002
C -1.289 -3.908 -1.299 0.031 0.045 0.025
C -1.736 2.492 0.947 -0.021 -0.109 -0.008
H 1.486 1.563 4.972 0.001 0.004 0.004
C 1.943 -4.844 1.746 0.010 0.021 0.005
C -4.395 -0.094 0.369 0.013 -0.045 0.016
H -1.583 1.323 5.560 -0.002 -0.012 -0.010
H 1.975 1.574 7.375 0.001 -0.002 0.001
C 4.268 -5.075 2.693 0.031 0.005 0.023
H 2.089 3.404 -0.481 0.024 0.007 0.056
H -0.629 1.284 8.148 0.004 0.018 0.004
O -1.404 1.236 3.606 -0.058 -0.062 0.010
H -6.452 0.327 -0.065 0.002 -0.002 -0.007
C 2.215 -2.133 1.336 -0.047 0.003 -0.021
C 2.545 -0.774 0.990 0.146 -0.166 -0.097
H -1.782 3.578 0.999 0.009 0.004 0.011
```
Positions in Å, forces in eV/Å.

Results
HOMO level: -16.0 eV
Molar mass: 733.72 g/mol
Kohn-Sham gap: 7.65 eV
Total charge: +3
ΔE to the lowest compared entry with this formula, charge and spin: 0.0000 eV
DFT total energy: -52256.154 eV
LUMO energy: -8.307 eV

Charges obtained by Löwdin population analysis, quoted in units of e: number 1, C, carries 0.06; number 2, C, carries -0.07; number 3, H, carries 0.13; number 4, C, carries -0.08; number 5, N, carries 0.11; number 6, C, carries -0.15; number 7, C, carries 0.04; number 8, H, carries 0.13; number 9, H, carries 0.13; number 10, H, carries 0.19; number 11, O, carries -0.19; number 12, H, carries 0.13; number 13, C, carries -0.24; number 14, C, carries -0.13; number 15, H, carries 0.14; number 16, H, carries 0.10; number 17, H, carries 0.09; number 18, C, carries 0.07; number 19, C, carries 0.06; number 20, C, carries -0.15; number 21, H, carries 0.14; number 22, N, carries -0.11; number 23, C, carries -0.12; number 24, C, carries 0.06; number 25, H, carries 0.10; number 26, N, carries 0.10; number 27, H, carries 0.14; number 28, C, carries -0.23; number 29, C, carries -0.02; number 30, C, carries -0.11; number 31, H, carries 0.14; number 32, C, carries -0.10; number 33, H, carries 0.14; number 34, H, carries 0.13; number 35, O, carries -0.12; number 36, H, carries 0.14; number 37, C, carries -0.25; number 38, C, carries -0.16; number 39, H, carries 0.09; number 40, C, carries -0.55; number 41, O, carries -0.18; number 42, H, carries 0.17; number 43, N, carries -0.09; number 44, H, carries 0.12; number 45, C, carries -0.13; number 46, C, carries -0.15; number 47, H, carries 0.16; number 48, N, carries 0.11; number 49, H, carries 0.14; number 50, Pt, carries 1.67; number 51, H, carries 0.16; number 52, H, carries 0.14; number 53, H, carries 0.16; number 54, H, carries 0.17; number 55, F, carries -0.42; number 56, H, carries 0.10; number 57, H, carries 0.13; number 58, H, carries 0.10; number 59, H, carries 0.13; number 60, H, carries 0.15; number 61, C, carries -0.23; number 62, H, carries 0.09; number 63, C, carries -0.12; number 64, C, carries -0.03; number 65, H, carries 0.13; number 66, C, carries 0.05; number 67, C, carries -0.09; number 68, H, carries 0.16; number 69, H, carries 0.13; number 70, C, carries -0.02; number 71, H, carries 0.14; number 72, H, carries 0.14; number 73, O, carries 0.08; number 74, H, carries 0.14; number 75, C, carries -0.11; number 76, C, carries -0.05; number 77, H, carries 0.16


No. 2
Molecular formula: C18H34Cl3NO15
Method: DFT, wB97M-V/def2-TZVPD

```
71
Properties=species:S:1:pos:R:3:forces:R:3
C -1.578 -2.137 -1.061 0.837 -0.859 -1.474
H 0.309 2.595 -2.021 -0.470 0.545 -0.699
C 3.131 -2.050 -2.364 0.005 -1.102 -3.377
C -0.624 2.944 -2.464 0.029 -0.025 -0.401
H 6.482 -3.898 0.730 0.210 0.705 -0.995
H 0.518 5.480 4.416 -0.616 -0.613 -0.133
H -3.088 2.325 0.801 0.097 1.457 0.243
C -2.719 -0.304 3.151 0.308 0.591 0.130
C -1.591 -2.121 1.939 -0.607 -1.442 0.739
H 1.711 -1.240 1.903 4.033 -1.898 2.961
H -0.629 4.034 -2.442 -0.449 -0.052 0.410
O 0.026 4.831 2.397 -1.204 -0.723 -0.556
H 6.525 -2.812 2.061 -0.531 0.289 0.157
C -2.050 -0.070 -4.864 0.630 1.085 -0.544
O 0.548 -2.782 -3.001 0.300 1.968 3.689
Cl 0.700 -0.790 1.045 -6.140 14.561 -2.746
C 3.923 -1.853 0.439 0.022 -0.170 0.674
H -1.755 -3.170 -1.361 0.478 -0.044 -0.226
H -5.751 -1.263 3.462 0.028 0.086 -0.156
H -2.074 -2.030 -0.097 1.169 0.490 -1.447
O -0.073 -1.874 -0.959 -1.870 -1.716 -0.700
C -0.193 0.361 0.200 -3.494 0.694 -1.186
H 3.083 -1.207 -3.053 0.881 -0.029 0.360
O 3.158 -2.595 1.288 2.045 -0.008 -0.300
H -0.623 2.668 -3.518 -0.281 -0.137 -0.004
H -3.201 2.658 2.580 -0.310 1.081 -0.181
C 1.812 -2.214 1.425 3.775 -7.458 1.641
C 5.855 -3.211 1.299 -0.230 -1.556 0.487
H 2.992 0.960 -3.367 0.224 0.130 0.455
O -3.859 -0.947 2.855 0.950 -0.782 0.102
Cl -1.883 0.526 0.869 4.238 -6.963 -5.733
H -2.320 -2.056 1.130 -0.233 0.073 1.819
H -2.373 0.894 -4.471 -0.256 -0.263 0.431
C 0.808 5.515 3.366 0.408 -0.473 0.076
H -2.205 1.466 1.959 0.032 4.806 2.835
O 5.248 -2.191 0.533 -0.683 0.856 -1.146
H -5.396 0.367 2.808 -0.221 0.189 0.456
C 2.108 0.753 -2.764 0.498 0.310 0.270
H -1.636 -3.102 2.411 -0.868 0.055 0.665
Cl 0.560 1.916 -0.088 0.998 -0.007 2.334
C -1.691 2.264 -1.703 -3.609 -0.198 1.957
O -0.479 2.880 3.553 0.271 1.810 -2.236
H 0.727 6.563 3.077 0.465 -0.132 -0.162
H 1.334 -2.909 2.115 0.223 -0.505 0.038
N -2.553 1.773 -1.044 2.498 3.134 -4.743
O -1.627 -1.029 2.854 0.465 -0.993 1.084
O 1.294 0.086 -3.709 -3.718 -0.268 1.082
C -0.106 0.006 -3.421 0.248 1.422 -1.408
O -2.625 0.839 3.554 -0.645 -3.004 1.295
O -0.829 0.299 -2.483 2.611 -1.195 -0.773
C -0.617 3.643 2.587 -0.541 -0.791 2.862
H 5.156 -3.962 1.667 -0.426 0.654 0.650
H -2.011 0.070 -5.944 -0.287 -0.308 0.005
C 0.811 -2.211 -1.893 -1.572 -3.190 -5.068
C -5.037 -0.439 3.448 -0.376 0.068 -0.044
H 1.270 -2.173 0.480 2.218 -3.377 -0.015
H -0.377 0.007 -0.814 0.255 0.433 0.927
H 1.808 5.085 3.298 0.235 0.531 0.080
H 1.686 1.688 -2.397 0.165 -0.343 -0.306
H -2.037 -1.483 -1.802 0.435 0.085 0.159
H -4.837 -0.149 4.480 -0.095 0.363 -0.179
O 3.504 -1.026 -0.339 2.811 0.487 3.932
H -0.599 -2.206 1.495 -1.097 0.336 0.244
H 2.321 0.078 -1.934 0.089 0.785 0.051
H 4.096 -2.205 -1.883 -0.690 0.276 -0.068
H -2.728 -0.889 -4.621 0.501 -0.075 0.415
O -0.645 -0.227 -4.577 -0.005 -1.313 -1.777
C -2.541 2.478 1.732 -2.347 3.219 2.941
H 2.983 -2.856 -3.083 -0.357 -0.499 0.372
O 2.023 -1.900 -1.514 -1.726 -0.877 0.566
O -1.551 3.532 1.647 0.275 -0.184 -0.814
```
Positions in Å, forces in eV/Å.

Results
HOMO level: -7.3 eV
Molar mass: 610.82 g/mol
Kohn-Sham gap: 7.84 eV
DFT total energy: -88966.943 eV
LUMO energy: 0.503 eV

Charges obtained by Löwdin population analysis, quoted in units of e: number 1, C, carries 0.06; number 2, H, carries -0.05; number 3, C, carries -0.02; number 4, C, carries -0.10; number 5, H, carries 0.09; number 6, H, carries 0.09; number 7, H, carries 0.04; number 8, C, carries -0.64; number 9, C, carries -0.13; number 10, H, carries -0.03; number 11, H, carries 0.10; number 12, O, carries -0.04; number 13, H, carries 0.10; number 14, C, carries 0.01; number 15, O, carries 0.08; number 16, Cl, carries 0.94; number 17, C, carries -0.49; number 18, H, carries 0.11; number 19, H, carries 0.10; number 20, H, carries 0.02; number 21, O, carries -0.16; number 22, C, carries -1.11; number 23, H, carries 0.09; number 24, O, carries 0.05; number 25, H, carries 0.09; number 26, H, carries 0.10; number 27, C, carries -0.35; number 28, C, carries -0.06; number 29, H, carries 0.12; number 30, O, carries -0.02; number 31, Cl, carries 0.95; number 32, H, carries 0.04; number 33, H, carries 0.09; number 34, C, carries -0.05; number 35, H, carries -0.15; number 36, O, carries 0.01; number 37, H, carries 0.10; number 38, C, carries -0.07; number 39, H, carries 0.11; number 40, Cl, carries 0.81; number 41, C, carries -0.27; number 42, O, carries 0.10; number 43, H, carries 0.09; number 44, H, carries 0.13; number 45, N, carries 0.05; number 46, O, carries -0.08; number 47, O, carries -0.01; number 48, C, carries -0.50; number 49, O, carries 0.07; number 50, O, carries 0.00; number 51, C, carries -0.57; number 52, H, carries 0.09; number 53, H, carries 0.10; number 54, C, carries -0.55; number 55, C, carries -0.03; number 56, H, carries 0.02; number 57, H, carries -0.01; number 58, H, carries 0.09; number 59, H, carries 0.05; number 60, H, carries 0.10; number 61, H, carries 0.10; number 62, O, carries 0.08; number 63, H, carries 0.01; number 64, H, carries 0.07; number 65, H, carries 0.11; number 66, H, carries 0.10; number 67, O, carries 0.02; number 68, C, carries -0.22; number 69, H, carries 0.11; number 70, O, carries -0.07; number 71, O, carries 0.00